(1)
39
Properties=species:S:1:pos:R:3:mulliken_charge:R:1 method="wB97M-V/def2-TZVPD" smiles="C=C1C(c2ccccc2)=C(C#N)C(=O)N1C1CCCCC1" homo_energy_ev=-8.941 charge=0 lumo_ev=-1.24 orbital_gap_ev=7.71
C -0.5121 0.6508 -1.2233 -1.4826
C 0.1300 -0.2035 -0.2859 0.6121
C 0.9955 -1.2902 -0.6790 1.2161
C 1.3537 -1.7183 -2.0359 0.3765
C 2.6563 -2.1625 -2.2666 -0.6831
C 3.1767 -2.4578 -3.4961 -0.6864
C 2.2764 -2.4005 -4.5826 -0.1825
C 0.9709 -2.0869 -4.3617 -0.5509
C 0.4660 -1.7673 -3.0817 -0.3588
C 1.4279 -1.8789 0.5029 0.1798
C 2.0854 -3.1544 0.7413 -0.3083
N 2.4187 -4.2786 0.9249 -0.5598
C 0.6945 -1.2468 1.5685 0.3487
O 0.7724 -1.5102 2.8050 -0.7446
N -0.1222 -0.2947 1.0944 0.3487
C -0.6884 0.7489 1.9807 -0.5005
C 0.0330 2.1303 1.8997 -0.5331
C -0.9630 3.1693 2.5110 -0.8717
C -2.3450 3.1272 1.8958 -0.4835
C -2.9778 1.8070 2.4124 -0.8227
C -2.2289 0.6463 1.7697 -0.8549
H -1.1392 1.3835 -0.7438 0.1439
H -0.3251 0.5203 -2.2990 0.4948
H 3.2709 -2.1796 -1.4534 0.5303
H 4.2693 -2.5461 -3.6417 0.3303
H 2.7157 -2.5695 -5.6264 0.2805
H 0.4274 -2.0063 -5.2862 0.3630
H -0.6146 -1.5394 -2.9548 0.5652
H -0.6859 0.4220 3.0202 0.4402
H 0.3940 2.5878 0.9766 0.2726
H 0.9914 2.0271 2.5813 0.2525
H -0.5110 4.1795 2.4091 0.3865
H -1.0980 3.0238 3.5659 0.3972
H -2.2083 3.0853 0.8303 0.2388
H -2.9601 4.0325 1.9749 0.3447
H -3.0223 1.8148 3.4915 0.3921
H -3.9499 1.7232 1.9896 0.3693
H -2.5725 -0.2492 2.2925 0.3111
H -2.6019 0.4612 0.7800 0.4286

***

(2)
42
Properties=species:S:1:pos:R:3:mulliken_charge:R:1 method="wB97M-V/def2-TZVPD" smiles="CCCOC(=O)Cn1cnc2scc(-c3ccc(C)cc3)c2c1=O" homo_energy_ev=-8.104 charge=0 lumo_ev=0.54 orbital_gap_ev=8.64
C 6.2421 1.1453 0.2376 -1.1067
C 5.0840 1.6325 -0.6245 -0.4122
C 4.2099 0.4819 -1.1003 -0.5051
O 3.5486 -0.0865 0.0373 -0.2017
C 2.7022 -1.0736 -0.2020 0.7878
O 2.4705 -1.5476 -1.2801 -0.5765
C 2.0528 -1.5583 1.0986 -1.2149
N 0.8078 -2.2220 0.8014 0.1458
C 0.7559 -3.5611 0.6136 0.2116
N -0.2868 -4.2187 0.2530 -0.6078
C -1.3962 -3.4837 0.0318 0.1259
S -2.8788 -4.1771 -0.5108 -0.2519
C -3.6089 -2.6118 -0.5380 -0.5022
C -2.7822 -1.6038 -0.1448 0.1599
C -3.2018 -0.2017 -0.0769 0.6679
C -3.8819 0.3755 -1.1453 -0.7541
C -4.2889 1.6937 -1.0856 -0.6461
C -4.0377 2.4670 0.0415 0.9770
C -4.4588 3.9042 0.0899 -1.4351
C -3.3700 1.8819 1.1099 -0.7641
C -2.9555 0.5655 1.0564 -0.3641
C -1.4851 -2.1039 0.1884 -0.2669
C -0.2970 -1.3717 0.5526 0.7058
O -0.1595 -0.1716 0.6635 -0.6753
H 6.8867 0.4780 -0.3301 0.3100
H 6.8363 1.9870 0.5835 0.3500
H 5.8636 0.6091 1.1038 0.2840
H 5.4643 2.1566 -1.5023 0.3525
H 4.4642 2.3243 -0.0528 0.2650
H 3.4481 0.8245 -1.8083 0.3492
H 4.8061 -0.2978 -1.5874 0.3170
H 2.7340 -2.2429 1.6083 0.5040
H 1.8532 -0.6880 1.7292 0.3128
H 1.6668 -4.1160 0.7911 0.3072
H -4.6372 -2.5248 -0.8293 0.5561
H -4.0740 -0.2109 -2.0323 0.4653
H -4.8078 2.1314 -1.9269 0.3619
H -3.6997 4.5291 -0.3822 0.2724
H -4.5805 4.2396 1.1171 0.3602
H -5.3945 4.0527 -0.4449 0.3826
H -3.1702 2.4664 1.9967 0.3289
H -2.4444 0.1274 1.8995 0.4240

***

(3)
44
Properties=species:S:1:pos:R:3:mulliken_charge:R:1 method="wB97M-V/def2-TZVPD" homo_energy_ev=-8.371 charge=0 lumo_ev=-1.46 orbital_gap_ev=6.92
C -5.4439 -2.1838 0.7789 -1.1260
N -4.4358 -1.2143 0.4470 0.0612
C -3.1162 -1.5027 0.2964 0.7328
O -2.5804 -2.5915 0.4135 -0.6909
C -2.4165 -0.2373 -0.0446 -0.5853
C -1.0753 -0.3102 -0.2399 0.6407
S -0.2574 -1.8397 -0.0938 -0.2464
C 1.2861 -1.0778 -0.4915 0.6522
S 2.6740 -1.9239 -0.6286 -0.3091
N 1.1457 0.2587 -0.6855 0.1574
C 2.2416 1.1568 -1.0079 -1.3717
C 2.5818 2.0664 0.1744 -0.6197
C 3.2673 1.3307 1.3367 -0.5533
C 4.7122 1.7780 1.5653 -1.0359
C 5.6334 1.4501 0.3877 -0.3180
C 5.7444 -0.0448 0.1984 0.4656
O 6.0195 -0.8356 1.0581 -0.6042
O 5.4990 -0.3999 -1.0678 -0.4414
C -0.1349 0.7642 -0.5866 0.4149
O -0.4032 1.9294 -0.7775 -0.6311
C -3.4295 0.7817 -0.0758 0.8195
C -3.4063 2.1450 -0.3319 -0.3554
C -4.6016 2.8457 -0.2780 -0.7985
C -5.7952 2.2067 0.0233 -0.5637
C -5.8389 0.8413 0.2825 -0.5609
C -4.6531 0.1408 0.2304 -0.3098
H -4.9500 -3.1492 0.8811 0.3539
H -6.1950 -2.2419 -0.0115 0.3495
H -5.9310 -1.9235 1.7207 0.3466
H 3.0992 0.5483 -1.2998 0.6156
H 1.9146 1.7680 -1.8541 0.3193
H 1.6591 2.5391 0.5135 0.4891
H 3.2284 2.8628 -0.1952 0.4521
H 2.7114 1.5028 2.2600 0.3487
H 3.2617 0.2548 1.1555 0.2695
H 4.7362 2.8538 1.7503 0.3685
H 5.0992 1.2700 2.4501 0.4271
H 5.2803 1.8965 -0.5408 0.2346
H 6.6345 1.8305 0.6013 0.3696
H 5.5192 -1.3659 -1.1643 0.3686
H -2.4776 2.6374 -0.5673 0.6052
H -4.6028 3.9067 -0.4745 0.4159
H -6.7114 2.7769 0.0579 0.3947
H -6.7716 0.3520 0.5156 0.4488

***

(4)
45
Properties=species:S:1:pos:R:3:mulliken_charge:R:1 method="wB97M-V/def2-TZVPD" smiles="CCOc1cc(/C=N/n2cnnc2)ccc1OS(=O)(=O)c1ccc(C)cc1" homo_energy_ev=-8.777 charge=0 lumo_ev=-0.29 orbital_gap_ev=8.48
C -1.6398 -1.8621 -0.8237 -0.9214
C -1.3662 -1.1031 -2.1175 -0.3066
O 0.0193 -0.8619 -2.2980 -0.5071
C 0.7042 -0.0202 -1.4778 0.0548
C 2.0425 -0.3558 -1.2954 -0.6759
C 2.9111 0.4365 -0.5512 0.7778
C 4.2939 0.0403 -0.4056 -0.0469
N 5.1108 0.7627 0.2521 -0.6632
N 6.4007 0.4079 0.4045 0.4102
C 7.1091 -0.7315 0.1123 0.0363
N 8.3432 -0.5915 0.4758 -0.4674
N 8.4912 0.6384 1.0075 -0.4823
C 7.3408 1.2282 0.9723 -0.0049
C 2.4175 1.6024 0.0374 -1.2381
C 1.0990 1.9580 -0.1404 -0.6278
C 0.2296 1.1690 -0.8890 0.9590
O -1.0620 1.5708 -1.1292 -0.3897
S -2.0523 2.4143 -0.1401 1.5068
O -2.7731 3.2903 -0.9995 -0.7142
O -1.3278 2.9523 0.9676 -0.6714
C -3.1110 1.1010 0.4097 0.3050
C -4.1777 0.7235 -0.3778 -0.6402
C -4.9890 -0.3161 0.0449 -0.7911
C -4.7340 -0.9706 1.2461 0.9447
C -5.6006 -2.0999 1.7076 -1.4772
C -3.6510 -0.5637 2.0232 -0.4770
C -2.8347 0.4725 1.6069 -0.6291
H -1.3368 -1.2690 0.0370 0.2004
H -1.0820 -2.7959 -0.8156 0.4063
H -2.7007 -2.0794 -0.7391 0.3070
H -1.9408 -0.1736 -2.1508 0.2249
H -1.6357 -1.7179 -2.9806 0.3763
H 2.3902 -1.2606 -1.7707 0.4043
H 4.5812 -0.8957 -0.8924 0.2803
H 6.7002 -1.6139 -0.3328 0.4102
H 7.1211 2.2158 1.3182 0.4378
H 3.0834 2.2225 0.6139 0.4180
H 0.7129 2.8624 0.2983 0.5160
H -4.3616 1.2567 -1.2965 0.4721
H -5.8300 -0.6193 -0.5607 0.3266
H -5.0291 -3.0272 1.7275 0.3112
H -6.4547 -2.2333 1.0496 0.3753
H -5.9611 -1.9133 2.7173 0.3681
H -3.4521 -1.0639 2.9593 0.4185
H -1.9979 0.8141 2.1955 0.4835

***

(5)
46
Properties=species:S:1:pos:R:3:mulliken_charge:R:1 method="wB97M-V/def2-TZVPD" smiles="CCOc1ccc(C(=O)Nc2nnc(S(=O)(=O)Nc3ccccc3C)s2)cc1" homo_energy_ev=-8.657 charge=0 lumo_ev=-0.01 orbital_gap_ev=8.64
C -7.9917 5.6307 0.8405 -1.4216
C -6.5667 5.1165 0.9658 -0.2735
O -6.3904 4.1027 -0.0099 -0.3859
C -5.2065 3.4724 -0.1134 0.7867
C -4.0860 3.7315 0.6773 -0.5531
C -2.9187 3.0171 0.4892 -0.7890
C -2.8346 2.0312 -0.4912 0.4456
C -1.6260 1.2400 -0.7666 0.8611
O -1.4526 0.6007 -1.7863 -0.7322
N -0.6528 1.2356 0.2139 -0.0580
C 0.5081 0.5491 0.0421 0.3190
N 1.4585 0.5173 0.9257 -0.8781
N 2.4956 -0.2064 0.5287 0.1943
C 2.3464 -0.7224 -0.6422 0.2998
S 3.6051 -1.7495 -1.3853 1.1091
O 4.6412 -0.9117 -1.9012 -0.6526
O 2.9485 -2.6574 -2.2683 -0.6181
N 4.2446 -2.5419 -0.0749 -0.3483
C 3.3699 -3.1381 0.8499 0.1214
C 2.3824 -3.9931 0.3771 -0.3751
C 1.5084 -4.6014 1.2598 -0.6736
C 1.6231 -4.3653 2.6183 -0.6150
C 2.6069 -3.5111 3.0851 -0.7213
C 3.4869 -2.8780 2.2196 1.1656
C 4.5183 -1.9195 2.7356 -1.6425
S 0.8355 -0.3637 -1.4147 -0.0144
C -3.9555 1.7887 -1.2941 -0.7046
C -5.1209 2.4885 -1.1072 -0.4796
H -8.6951 4.8193 1.0049 0.3290
H -8.1683 6.4109 1.5750 0.4153
H -8.1547 6.0338 -0.1551 0.3327
H -5.8513 5.9315 0.7923 0.3642
H -6.3975 4.7037 1.9693 0.3673
H -4.1134 4.4938 1.4396 0.3940
H -2.0670 3.2683 1.1047 0.2452
H -0.7741 1.7136 1.0945 0.2011
H 4.9642 -1.9715 0.3420 0.3602
H 2.3095 -4.1637 -0.6845 0.5294
H 0.7421 -5.2619 0.8834 0.3903
H 0.9476 -4.8412 3.3134 0.3872
H 2.6888 -3.3205 4.1456 0.3336
H 5.5260 -2.2558 2.4904 0.3794
H 4.3588 -0.9335 2.2984 0.3581
H 4.4429 -1.8333 3.8164 0.3933
H -3.8808 1.0344 -2.0620 0.4268
H -5.9901 2.3032 -1.7174 0.4271

***

(6)
40
Properties=species:S:1:pos:R:3:mulliken_charge:R:1 method="wB97M-V/def2-TZVPD" homo_energy_ev="-16.363 / -16.363" charge=+2 lumo_ev="-10.14 / -10.14" orbital_gap_ev="6.23 / 6.23"
Rh 0.3156 -0.1422 -0.0179 0.9457
C 4.6400 1.5785 -0.8301 -1.3710
C 3.2122 1.2615 -1.3105 0.2706
C 2.5522 2.4949 -1.9243 -1.5866
C 2.4515 0.6977 -0.1364 0.4917
C 1.6924 1.5109 0.7583 -0.3411
C 1.2014 1.0075 1.9705 -0.7503
C 1.3843 -0.3295 2.3438 1.3794
C 0.9649 -0.8470 3.6720 -1.6563
C 1.9704 -1.1738 1.3821 -0.8031
C 2.5206 -0.6697 0.1814 -0.5005
H 5.2331 1.9201 -1.6775 0.4089
H 5.1333 0.7042 -0.4034 0.3951
H 4.6337 2.3750 -0.0828 0.3773
H 3.2779 0.4727 -2.0626 0.4674
H 2.6923 3.3805 -1.3012 0.3853
H 1.4829 2.3556 -2.1024 0.3862
H 3.0148 2.7076 -2.8862 0.4301
H 1.5558 2.5545 0.5059 0.4500
H 0.6613 1.6748 2.6323 0.4976
H 0.4583 -1.8087 3.5821 0.4012
H 0.3310 -0.1464 4.2087 0.4158
H 1.8688 -1.0223 4.2655 0.3941
H 2.0663 -2.2343 1.5855 0.5281
H 3.0383 -1.3252 -0.5080 0.5830
O -1.3511 -0.4641 1.2349 -0.5772
C -2.0343 -0.6862 0.2038 0.8211
N -1.2575 -0.5682 -0.9269 -0.5685
C -2.1207 -0.8252 -2.1142 -0.0215
O -1.7228 -0.7974 -3.2224 -0.4374
C -3.4494 -1.0794 -1.5092 0.4162
C -4.6370 -1.3406 -2.1567 -0.4663
C -5.7558 -1.5399 -1.3502 -0.4443
C -5.6930 -1.4910 0.0475 -0.5670
C -4.5023 -1.2195 0.7031 -0.5085
C -3.3889 -1.0135 -0.1049 0.2661
H -4.6908 -1.3963 -3.2351 0.5113
H -6.7104 -1.7398 -1.8196 0.4358
H -6.5903 -1.6690 0.6236 0.4349
H -4.4491 -1.1669 1.7813 0.5069

***

Total energy values (in a.u.) by entry order: -881.38385, -1430.18752, -1903.64008, -1614.80761, -2013.07403, -1011.80940.
Relative energy (zero: lowest compared OMol25 entry of this formula, charge and spin) values (in kJ/mol) by entry order: 317.8, 29.3, 12.4, 328.0, 30.9, 170.2.